Version A
Formula: C47H68FN3O17S4
Source: the OMol25 dataset
Level of theory: ωB97M-V/def2-TZVPD

Positions of all 140 atoms, in Å:
C (1.257, 4.918, 0.372)
C (0.305, 5.496, -0.856)
C (-1.309, 5.162, -0.588)
C (-1.531, 3.549, -0.966)
C (-3.022, 3.024, -0.531)
C (-3.188, 1.378, -0.516)
C (-1.926, 0.694, -1.359)
C (-0.667, -0.114, -0.614)
C (-0.605, -0.336, 1.009)
C (-0.688, 1.035, 1.904)
C (-1.630, 0.655, 3.233)
S (-1.210, 1.661, 4.758)
C (-1.760, 3.470, 4.492)
S (-2.981, 3.753, 3.343)
N (-1.036, 4.511, 5.317)
C (0.436, 4.589, 4.975)
C (0.944, 6.046, 4.419)
O (-0.031, 6.480, 3.394)
C (-1.303, 6.834, 4.045)
C (-1.720, 5.860, 5.298)
C (0.534, -0.694, -1.623)
C (1.862, -1.473, -1.043)
C (1.926, -3.075, -1.386)
C (3.498, -3.437, -1.720)
O (3.979, -3.850, -2.896)
O (4.455, -3.264, -0.577)
C (0.470, -0.522, -3.285)
S (1.768, -1.183, -4.471)
O (3.230, -0.752, -4.122)
O (1.728, -2.750, -4.636)
F (1.492, -0.569, -6.086)
C (-0.825, 0.245, -3.940)
N (-1.224, 0.538, -5.370)
S (-2.761, 1.420, -5.394)
N (-3.202, 1.592, -3.676)
C (-2.021, 0.881, -3.017)
H (1.496, 3.779, 0.124)
H (0.723, 4.938, 1.424)
H (2.312, 5.456, 0.414)
H (0.518, 6.637, -1.010)
H (0.633, 4.898, -1.821)
H (-2.024, 5.870, -1.194)
H (-1.444, 5.240, 0.587)
H (-1.299, 3.441, -2.130)
H (-0.638, 2.989, -0.424)
H (-3.397, 3.450, 0.498)
H (-3.777, 3.432, -1.355)
H (-3.274, 0.932, 0.565)
H (-4.224, 1.158, -1.067)
H (-1.567, -0.980, 1.295)
H (0.315, -0.949, 1.395)
H (-1.229, 1.936, 1.390)
H (0.365, 1.444, 2.267)
H (-1.347, -0.477, 3.478)
H (-2.775, 0.670, 2.971)
H (1.026, 4.325, 5.979)
H (0.694, 3.753, 4.165)
H (1.098, 6.863, 5.245)
H (1.992, 5.884, 3.905)
H (-2.137, 6.965, 3.224)
H (-1.145, 7.921, 4.510)
H (-2.900, 5.770, 5.411)
H (-1.365, 6.424, 6.288)
H (2.030, -1.360, 0.114)
H (2.818, -0.973, -1.554)
H (1.157, -3.447, -2.186)
H (1.659, -3.648, -0.380)
H (5.400, -3.359, -0.897)
O (-1.764, -3.573, -4.622)
C (-1.506, -4.210, -5.630)
C (-0.129, -4.533, -6.126)
C (-0.396, -4.962, -7.546)
C (-1.789, -5.528, -7.463)
O (-2.445, -4.769, -6.449)
H (0.285, -5.348, -5.526)
H (0.520, -3.655, -6.087)
H (0.337, -5.675, -7.933)
H (-0.391, -4.083, -8.202)
H (-1.792, -6.583, -7.168)
H (-2.329, -5.424, -8.409)
O (-0.354, -9.361, -6.435)
C (-0.336, -9.110, -5.242)
C (0.702, -9.583, -4.269)
C (0.032, -9.327, -2.943)
C (-0.862, -8.153, -3.245)
O (-1.248, -8.315, -4.609)
H (1.606, -8.981, -4.392)
H (0.920, -10.644, -4.411)
H (0.735, -9.134, -2.128)
H (-0.577, -10.196, -2.666)
H (-0.340, -7.196, -3.142)
H (-1.751, -8.143, -2.608)
O (-3.079, 8.478, 6.578)
C (-4.233, 8.084, 6.627)
C (-5.034, 7.894, 7.879)
C (-6.185, 7.049, 7.394)
C (-6.318, 7.469, 5.954)
O (-4.994, 7.793, 5.531)
H (-5.370, 8.870, 8.240)
H (-4.452, 7.377, 8.645)
H (-7.103, 7.188, 7.970)
H (-5.909, 5.989, 7.447)
H (-6.949, 8.357, 5.836)
H (-6.718, 6.665, 5.329)
O (6.588, -4.816, 5.308)
C (6.406, -4.403, 4.174)
C (7.420, -3.679, 3.341)
C (6.566, -3.080, 2.252)
C (5.429, -4.062, 2.148)
O (5.251, -4.575, 3.467)
H (8.138, -4.402, 2.944)
H (7.929, -2.906, 3.922)
H (7.099, -2.936, 1.309)
H (6.185, -2.105, 2.579)
H (5.660, -4.896, 1.477)
H (4.505, -3.582, 1.811)
O (-4.709, 5.892, -1.479)
C (-4.890, 6.306, -2.612)
C (-3.876, 7.030, -3.445)
C (-4.730, 7.628, -4.534)
C (-5.867, 6.646, -4.639)
O (-6.045, 6.133, -3.319)
H (-3.158, 6.307, -3.842)
H (-3.367, 7.802, -2.864)
H (-4.198, 7.773, -5.478)
H (-5.111, 8.604, -4.207)
H (-5.636, 5.812, -5.309)
H (-6.791, 7.126, -4.975)
O (5.394, -6.710, 0.726)
C (5.974, -7.598, 1.329)
C (5.452, -8.310, 2.540)
C (6.693, -8.981, 3.072)
C (7.508, -9.204, 1.825)
O (7.184, -8.113, 0.964)
H (4.697, -9.038, 2.229)
H (5.035, -7.605, 3.264)
H (6.490, -9.903, 3.624)
H (7.222, -8.294, 3.744)
H (7.246, -10.139, 1.319)
H (8.582, -9.202, 2.034)

As for the SMILES: CCCCCCc1c(CCCSC(=S)N2CCOCC2)c(CCC(=O)O)c(S(=O)(=O)F)c2nsnc12.O=C1CCCO1.O=C1CCCO1.O=C1CCCO1.O=C1CCCO1.O=C1CCCO1.O=C1CCCO1. As for the multiplicity: 1. As for the orbital gap: 6.56 eV. For the molar mass, the calculation gives 1094.331 g/mol.


Version B
Formula: C47H68FN3O17S4
Source: the OMol25 dataset
Level of theory: ωB97M-V/def2-TZVPD

Positions of all 140 atoms, in Å:
C (3.092, -3.755, -0.399)
C (2.729, -4.137, -1.866)
C (2.858, -2.911, -2.827)
C (1.597, -2.014, -2.612)
C (1.712, -0.670, -3.357)
C (0.672, 0.439, -2.909)
C (-0.469, -0.191, -2.124)
C (-0.619, -0.063, -0.767)
C (0.340, 0.781, 0.076)
C (1.850, 0.407, -0.013)
C (2.661, 1.750, 0.027)
S (4.317, 1.590, 0.743)
C (5.286, 0.646, -0.447)
S (4.825, 0.624, -2.020)
N (6.373, -0.008, 0.116)
C (7.324, -0.513, -0.879)
C (7.002, -1.923, -1.446)
O (6.124, -2.694, -0.628)
C (6.426, -2.470, 0.737)
C (5.969, -1.042, 1.105)
C (-1.741, -0.755, -0.122)
C (-1.925, -0.676, 1.398)
C (-3.157, 0.180, 1.879)
C (-3.781, -0.505, 3.091)
O (-4.882, -0.991, 3.162)
O (-2.933, -0.542, 4.170)
C (-2.661, -1.497, -0.840)
S (-4.048, -2.325, -0.102)
O (-5.075, -1.414, 0.261)
O (-3.658, -3.193, 0.959)
F (-4.685, -3.267, -1.210)
C (-2.519, -1.589, -2.262)
N (-3.281, -2.204, -3.176)
S (-2.617, -1.966, -4.622)
N (-1.299, -1.060, -4.234)
C (-1.407, -0.951, -2.915)
H (2.184, -3.343, 0.081)
H (3.868, -2.977, -0.344)
H (3.365, -4.635, 0.204)
H (3.338, -4.994, -2.186)
H (1.664, -4.434, -1.846)
H (2.977, -3.214, -3.875)
H (3.714, -2.330, -2.441)
H (0.721, -2.614, -2.922)
H (1.506, -1.914, -1.517)
H (2.722, -0.240, -3.320)
H (1.505, -0.882, -4.419)
H (1.141, 1.252, -2.340)
H (0.280, 0.878, -3.841)
H (0.253, 1.818, -0.304)
H (0.078, 0.827, 1.137)
H (2.142, -0.087, -0.946)
H (2.195, -0.243, 0.808)
H (2.101, 2.409, 0.715)
H (2.671, 2.244, -0.955)
H (7.502, 0.212, -1.683)
H (8.295, -0.601, -0.358)
H (6.630, -1.927, -2.478)
H (7.970, -2.469, -1.474)
H (7.491, -2.679, 0.950)
H (5.831, -3.167, 1.345)
H (6.410, -0.755, 2.080)
H (4.875, -1.033, 1.215)
H (-1.045, -0.301, 1.928)
H (-2.073, -1.706, 1.764)
H (-3.877, 0.432, 1.098)
H (-2.746, 1.137, 2.252)
H (-3.317, -1.106, 4.858)
O (-5.064, 1.049, -2.391)
C (-6.246, 0.849, -2.428)
O (-7.054, 1.339, -3.399)
C (-8.425, 1.017, -3.099)
C (-8.359, -0.177, -2.165)
C (-7.060, 0.078, -1.411)
H (-8.891, 1.886, -2.628)
H (-8.956, 0.790, -4.022)
H (-9.233, -0.268, -1.521)
H (-8.272, -1.098, -2.745)
H (-7.215, 0.707, -0.532)
H (-6.564, -0.841, -1.136)
O (-10.368, 3.363, -0.248)
C (-9.360, 3.741, 0.272)
O (-8.218, 3.999, -0.415)
C (-7.161, 4.326, 0.503)
C (-7.861, 4.793, 1.768)
C (-9.137, 3.960, 1.754)
H (-6.555, 3.432, 0.669)
H (-6.532, 5.101, 0.070)
H (-7.259, 4.664, 2.666)
H (-8.114, 5.852, 1.683)
H (-8.997, 2.991, 2.237)
H (-9.975, 4.490, 2.199)
O (10.195, -0.869, -2.279)
C (10.133, 0.054, -3.038)
O (9.236, 0.123, -4.052)
C (9.485, 1.295, -4.846)
C (10.249, 2.239, -3.933)
C (11.035, 1.271, -3.056)
H (10.066, 1.003, -5.723)
H (8.538, 1.717, -5.176)
H (10.871, 2.950, -4.474)
H (9.549, 2.806, -3.317)
H (11.991, 0.996, -3.504)
H (11.183, 1.660, -2.052)
O (0.550, 2.394, 8.735)
C (-0.052, 1.628, 8.037)
O (-0.614, 1.979, 6.858)
C (-1.359, 0.865, 6.319)
C (-0.761, -0.367, 6.977)
C (-0.342, 0.171, 8.341)
H (-2.410, 1.000, 6.568)
H (-1.253, 0.842, 5.239)
H (-1.453, -1.207, 7.028)
H (0.123, -0.693, 6.424)
H (-1.155, 0.117, 9.068)
H (0.544, -0.330, 8.722)
O (3.181, -1.980, -6.202)
C (2.669, -2.690, -7.017)
O (2.186, -2.240, -8.203)
C (1.538, -3.314, -8.904)
C (2.132, -4.586, -8.323)
C (2.418, -4.178, -6.884)
H (0.461, -3.241, -8.731)
H (1.730, -3.217, -9.971)
H (1.475, -5.449, -8.416)
H (3.070, -4.822, -8.831)
H (1.554, -4.333, -6.235)
H (3.291, -4.685, -6.482)
O (-4.103, 2.048, 6.722)
C (-4.212, 2.657, 7.748)
O (-4.910, 2.201, 8.815)
C (-4.941, 3.206, 9.843)
C (-3.749, 4.103, 9.558)
C (-3.651, 4.032, 8.039)
H (-5.891, 3.742, 9.776)
H (-4.875, 2.729, 10.819)
H (-3.867, 5.113, 9.946)
H (-2.848, 3.676, 10.003)
H (-4.279, 4.780, 7.553)
H (-2.623, 4.114, 7.693)

As for the multiplicity: 1. As for the orbital gap: 7.52 eV. For the molar mass, the calculation gives 1094.331 g/mol.


Preferred: version B; penalty for the next structure: 0.7161 hartree.


Version A
Formula: C12H20Cl2InN2
Source: the OMol25 dataset
Level of theory: ωB97M-V/def2-TZVPD

Positions of all 37 atoms, in Å:
In (0.165, 0.826, -0.319)
Cl (1.840, 0.627, -1.993)
Cl (-1.073, 1.852, 1.559)
C (-1.489, 1.298, -1.583)
H (-2.254, 1.882, -1.055)
H (-1.175, 1.749, -2.534)
C (-1.440, -1.095, -0.743)
C (-1.916, -0.225, -1.786)
H (-1.690, -0.770, 0.289)
C (-1.419, -0.666, -3.196)
H (-3.026, -0.305, -1.857)
C (-1.722, -2.137, -3.444)
H (-1.886, -0.030, -3.963)
H (-0.330, -0.502, -3.239)
C (-1.055, -3.013, -2.397)
H (-2.800, -2.299, -3.402)
H (-1.407, -2.413, -4.452)
C (-1.463, -2.553, -0.979)
H (-1.326, -4.069, -2.520)
H (0.035, -2.937, -2.493)
H (-2.509, -2.890, -0.860)
H (-0.865, -3.071, -0.209)
C (2.991, 3.814, 3.417)
C (2.728, 2.502, 2.812)
C (3.135, 1.180, 3.042)
C (2.499, 0.376, 2.061)
N (1.780, 1.185, 1.265)
N (1.921, 2.442, 1.740)
C (2.487, -1.094, 1.904)
H (2.757, 3.827, 4.487)
H (4.039, 4.111, 3.294)
H (2.369, 4.573, 2.924)
H (3.777, 0.835, 3.826)
H (1.293, 3.186, 1.439)
H (3.492, -1.479, 1.678)
H (2.145, -1.581, 2.829)
H (1.812, -1.387, 1.081)

As for the charge: -1. As for the multiplicity: 1. As for the orbital gap: 5.27 eV. For the molar mass, the calculation gives 378.030 g/mol.


Version B
Formula: C12H20Cl2InN2
Source: the OMol25 dataset
Level of theory: ωB97M-V/def2-TZVPD

Positions of all 37 atoms, in Å:
In (-1.737, -0.377, -0.284)
Cl (-0.408, 0.062, -2.243)
Cl (-1.748, -1.073, 1.985)
C (-3.545, 0.698, -0.450)
H (-4.288, 0.788, 0.358)
H (-3.892, 1.112, -1.411)
C (1.408, -2.034, 0.159)
C (0.286, -2.520, -0.286)
H (1.455, -1.564, 1.150)
C (0.081, -3.139, -1.661)
H (-0.576, -2.645, 0.385)
C (1.406, -3.327, -2.414)
H (-0.466, -4.097, -1.597)
H (-0.557, -2.465, -2.255)
C (2.404, -2.202, -2.125)
H (1.843, -4.284, -2.108)
H (1.212, -3.380, -3.492)
C (2.683, -2.096, -0.613)
H (3.341, -2.383, -2.668)
H (1.955, -1.263, -2.469)
H (3.252, -2.991, -0.317)
H (3.318, -1.231, -0.382)
C (-2.289, 4.722, 2.024)
C (-1.405, 3.713, 1.414)
C (-0.036, 3.737, 1.137)
C (0.280, 2.481, 0.555)
N (-0.841, 1.736, 0.525)
N (-1.832, 2.496, 1.021)
C (1.601, 2.063, 0.046)
H (-1.942, 4.969, 3.035)
H (-2.269, 5.647, 1.434)
H (-3.321, 4.361, 2.082)
H (0.640, 4.553, 1.299)
H (-2.791, 2.147, 0.932)
H (2.084, 2.923, -0.440)
H (2.256, 1.739, 0.869)
H (1.503, 1.253, -0.686)

As for the charge: -1. As for the multiplicity: 1. As for the orbital gap (alpha / beta): 5.15 / 5.15 eV. For the molar mass, the calculation gives 378.030 g/mol.


Preferred: version A; penalty for the next structure: 0.0365 hartree.